# 1
This record from the Open Molecules 2025 dataset describes 6 unconnected molecules or ions with the total composition C35H54IN8O4P3S2. The level of theory is the ωB97M-V functional and the def2-TZVPD basis.

Geometry as ORCA input:
```
! RIJCOSX wB97M-V def2-TZVPD def2/J DEFGRID3
* xyz 0 1
H -1.971 -3.297 -2.731
N -2.541 -2.524 -3.136
C -1.690 -1.449 -3.264
C -0.106 -1.382 -2.915
C 0.245 -0.873 -1.354
N 1.611 -0.281 -1.493
C 2.377 -0.345 -0.360
S 3.223 0.420 0.948
O -0.843 -0.030 -0.939
C -0.788 1.379 -1.158
C -0.444 1.950 -2.643
C -1.380 2.187 -3.774
P 0.352 2.396 0.054
N 0.274 1.888 1.585
P -2.552 2.061 -0.663
C -2.708 3.923 -1.189
C -3.946 1.183 -1.603
C -5.069 2.233 -2.256
C 0.199 -2.328 -0.516
O 1.235 -3.270 -0.922
C 2.165 -3.694 0.094
C 3.443 -4.421 -0.711
I 2.852 -6.544 -0.921
C 3.688 -3.837 -2.218
C 4.392 -2.320 -2.243
P -0.190 -2.191 1.331
O -1.615 -1.198 1.713
O 1.070 -1.630 2.373
S -0.732 -3.967 2.048
H -2.171 -0.479 -3.766
H 0.365 -0.530 -3.607
H 0.447 -2.365 -3.213
H 0.703 2.203 -2.862
H -1.019 2.940 -4.626
H -2.437 1.698 -3.919
H -0.012 3.816 0.080
H 1.668 2.343 -0.544
H -0.423 1.113 1.578
H -2.874 4.061 -2.346
H -3.724 4.290 -0.680
H -1.867 4.604 -0.746
H -4.565 0.515 -0.837
H -3.629 0.475 -2.474
H -4.595 2.925 -3.091
H -5.675 2.821 -1.447
H -5.837 1.528 -2.838
H -0.805 -2.810 -0.965
H 2.670 -2.873 0.752
H 1.794 -4.544 0.831
H 4.427 -4.397 -0.052
H 4.513 -4.543 -2.716
H 2.754 -3.910 -2.940
H 3.699 -1.568 -2.841
H 5.473 -2.405 -2.733
H 4.512 -2.009 -1.110
H -2.055 -1.629 2.526
H 1.486 -2.435 2.846
C 4.310 3.935 5.206
C 3.411 4.815 4.559
C 2.836 4.122 3.518
N 3.360 2.855 3.511
C 4.256 2.730 4.541
H 4.929 4.155 6.066
H 3.204 5.844 4.824
H 2.101 4.420 2.782
H 3.122 2.127 2.850
H 4.778 1.798 4.710
C 7.236 5.443 0.290
C 7.030 5.769 1.651
C 6.135 4.855 2.161
N 5.790 3.993 1.153
C 6.461 4.340 0.010
H 7.881 5.957 -0.411
H 7.486 6.582 2.201
H 5.713 4.746 3.152
H 5.142 3.220 1.240
H 6.329 3.775 -0.903
C 3.934 -9.826 3.282
C 3.388 -8.798 2.476
C 2.855 -9.395 1.355
N 3.065 -10.746 1.455
C 3.717 -11.018 2.629
H 4.431 -9.708 4.236
H 3.384 -7.737 2.690
H 2.347 -8.975 0.497
H 2.781 -11.434 0.769
H 3.972 -12.035 2.898
C -8.947 4.281 -4.131
C -8.306 5.362 -4.782
C -7.207 4.853 -5.438
N -7.160 3.504 -5.201
C -8.220 3.145 -4.410
H -9.843 4.327 -3.526
H -8.613 6.400 -4.774
H -6.456 5.334 -6.050
H -6.454 2.872 -5.556
H -8.366 2.115 -4.112
C -5.346 -0.622 5.098
C -5.217 0.773 4.892
C -4.685 0.955 3.636
N -4.484 -0.281 3.078
C -4.890 -1.248 3.960
H -5.732 -1.115 5.980
H -5.484 1.559 5.586
H -4.431 1.855 3.093
H -4.098 -0.452 2.158
H -4.817 -2.297 3.704
*
```

Results
highest occupied orbital energy: -7.931 eV
E: -114905.5674 eV
structure (SMILES): [H]/N=C\C[C@@](N=C=S)(O[C@](C=C)([PH2]=N)P(C)CC)[C@@H](OC[C@@H](I)CC)P(O)(O)=S.c1cc[nH]c1.c1cc[nH]c1.c1cc[nH]c1.c1cc[nH]c1.c1cc[nH]c1
orbital gap: 5.90 eV

---

# 2
This record from the Open Molecules 2025 dataset describes 10 unconnected molecules or ions with the total composition C35H54N7O3S2. The level of theory is the ωB97M-V functional and the def2-TZVPD basis.

Geometry as ORCA input:
```
! RIJCOSX wB97M-V def2-TZVPD def2/J DEFGRID3
* xyz -1 1
C 10.113 -14.880 -8.596
C 11.130 -14.911 -7.507
C 12.436 -14.193 -7.985
O 10.809 -14.445 -6.240
H 9.254 -15.409 -8.182
H 10.366 -15.331 -9.556
H 9.866 -13.837 -8.791
H 11.572 -15.904 -7.428
H 12.774 -14.611 -8.933
H 13.241 -14.307 -7.259
H 12.285 -13.115 -8.040
C 8.970 -18.119 -9.094
S 9.392 -19.635 -9.996
O 9.268 -20.748 -8.977
C 8.111 -19.845 -11.246
H 7.907 -18.147 -8.854
H 9.130 -17.278 -9.767
H 9.560 -18.032 -8.181
H 7.689 -20.834 -11.065
H 8.576 -19.966 -12.225
H 7.374 -19.044 -11.201
C 6.873 -17.460 -5.901
S 8.141 -18.784 -5.512
O 8.369 -19.529 -6.850
C 9.566 -17.631 -5.203
H 5.861 -17.746 -6.188
H 7.155 -16.945 -6.819
H 6.795 -16.760 -5.069
H 9.319 -17.013 -4.341
H 9.715 -16.966 -6.054
H 10.437 -18.283 -5.143
N 12.840 -16.222 -4.194
C 13.973 -16.466 -4.989
C 14.821 -17.278 -4.243
C 14.204 -17.520 -3.009
C 12.982 -16.783 -2.954
H 12.110 -15.618 -4.545
H 14.009 -16.035 -5.979
H 15.744 -17.592 -4.706
H 14.707 -18.077 -2.232
H 12.194 -16.666 -2.225
N 8.995 -11.759 -13.559
C 8.349 -12.937 -13.226
C 9.262 -13.541 -12.405
C 10.420 -12.817 -12.246
C 10.254 -11.738 -13.070
H 8.503 -11.003 -14.016
H 7.281 -13.000 -13.369
H 9.062 -14.418 -11.808
H 11.272 -12.973 -11.601
H 10.838 -10.858 -13.292
N 13.827 -14.188 -12.418
C 15.209 -14.109 -12.421
C 15.672 -13.749 -13.716
C 14.585 -13.938 -14.530
C 13.429 -13.907 -13.753
H 13.259 -14.379 -11.605
H 15.772 -14.384 -11.541
H 16.650 -13.435 -14.051
H 14.522 -14.047 -15.603
H 12.414 -13.903 -14.123
N 9.940 -13.603 -3.309
C 8.872 -12.794 -3.405
C 8.141 -12.753 -2.184
C 9.058 -13.339 -1.261
C 10.142 -13.927 -1.964
H 10.426 -13.933 -4.131
H 8.574 -12.484 -4.396
H 7.200 -12.242 -2.039
H 8.896 -13.265 -0.195
H 10.989 -14.521 -1.653
N 7.641 -14.025 -6.662
C 6.727 -14.227 -5.693
C 5.470 -14.267 -6.244
C 5.712 -14.243 -7.643
C 7.042 -14.092 -7.920
H 8.639 -13.914 -6.556
H 7.024 -14.199 -4.655
H 4.549 -14.406 -5.698
H 4.972 -14.380 -8.418
H 7.635 -13.885 -8.799
N 17.544 -14.815 -6.298
C 16.527 -14.313 -7.081
C 17.166 -13.927 -8.260
C 18.532 -14.094 -8.197
C 18.749 -14.511 -6.944
H 17.371 -15.230 -5.394
H 15.509 -14.406 -6.734
H 16.603 -13.605 -9.123
H 19.287 -13.832 -8.924
H 19.640 -14.841 -6.429
N 12.478 -11.223 -5.643
C 13.797 -11.181 -6.106
C 14.217 -9.860 -6.145
C 13.170 -9.089 -5.541
C 12.175 -9.949 -5.090
H 11.836 -11.988 -5.792
H 14.290 -12.091 -6.415
H 15.191 -9.446 -6.363
H 13.181 -8.014 -5.437
H 11.183 -9.737 -4.718
*
```

Results
highest occupied orbital energy: -5.212 eV
E: -75409.2511 eV
orbital gap: 7.46 eV

---

# 3
This record from the Open Molecules 2025 dataset describes a molecular structure, C35H55N2O8PRb. The level of theory is the ωB97M-V functional and the def2-TZVPD basis.

Geometry as ORCA input:
```
! RIJCOSX wB97M-V def2-TZVPD def2/J DEFGRID3
* xyz -1 1
Rb -0.242 -0.448 0.983
C -2.386 -4.385 0.115
C -2.948 -2.993 0.044
O -2.753 -2.439 -1.248
C -3.068 -1.059 -1.250
C -2.551 -0.425 -2.509
O -1.134 -0.346 -2.495
C -0.427 -1.205 -3.363
C 0.242 -2.360 -2.664
O 1.340 -1.870 -1.911
C 2.069 -2.915 -1.312
C 3.269 -2.330 -0.597
O 2.959 -1.708 0.638
C 3.205 -2.503 1.781
C 2.328 -3.726 1.888
O 0.995 -3.309 1.909
C 0.051 -4.354 2.114
C -0.243 -5.133 0.847
O -0.976 -4.380 -0.102
H -2.860 -5.033 -0.631
H -2.625 -4.765 1.114
H -2.456 -2.373 0.797
H -4.017 -3.041 0.297
H -2.606 -0.559 -0.392
H -4.154 -0.904 -1.171
H -2.938 0.597 -2.558
H -2.901 -0.976 -3.389
H 0.338 -0.595 -3.856
H -1.097 -1.608 -4.131
H 0.609 -3.062 -3.430
H -0.469 -2.885 -2.021
H 2.432 -3.611 -2.087
H 1.430 -3.475 -0.624
H 3.702 -1.563 -1.240
H 4.020 -3.117 -0.447
H 3.013 -1.857 2.639
H 4.258 -2.818 1.810
H 2.589 -4.249 2.822
H 2.529 -4.422 1.060
H -0.839 -3.843 2.484
H 0.419 -5.040 2.892
H -0.782 -6.055 1.105
H 0.684 -5.431 0.349
O -1.670 -1.895 2.916
C -2.899 -2.142 3.158
C -3.280 -3.388 3.755
C -4.590 -3.764 3.954
C -5.636 -2.906 3.600
C -5.302 -1.672 3.070
C -3.988 -1.258 2.833
C -3.850 0.095 2.277
N -2.802 0.650 1.808
N -3.023 1.954 1.365
C -1.893 2.575 1.090
O -0.708 2.144 1.195
C -2.075 3.987 0.584
C -0.967 4.824 0.527
C -1.075 6.121 0.041
C -2.305 6.596 -0.398
C -3.420 5.768 -0.334
C -3.307 4.475 0.157
H -2.471 -4.045 4.059
H -4.810 -4.730 4.399
H -6.671 -3.183 3.755
H -6.099 -0.977 2.815
H -4.775 0.687 2.274
H -0.022 4.432 0.883
H -0.202 6.762 0.005
H -2.396 7.605 -0.784
H -4.382 6.135 -0.670
H -4.164 3.819 0.220
C 0.565 2.466 -2.887
C 1.450 3.081 -1.800
C 2.310 4.188 -2.415
P 2.261 1.738 -0.786
C 3.978 1.462 -1.449
C 5.061 2.539 -1.384
C 3.857 0.898 -2.870
C 2.492 2.558 0.868
C 2.908 4.024 0.954
C 3.375 1.672 1.750
H -0.024 3.247 -3.378
H -0.118 1.722 -2.483
H 1.175 1.981 -3.654
H 0.777 3.524 -1.059
H 2.916 3.793 -3.235
H 2.977 4.667 -1.703
H 1.662 4.962 -2.838
H 4.306 0.637 -0.803
H 4.805 3.422 -1.967
H 5.996 2.137 -1.791
H 5.260 2.853 -0.361
H 3.566 1.678 -3.577
H 3.106 0.106 -2.920
H 4.815 0.492 -3.210
H 1.466 2.502 1.255
H 3.909 4.206 0.560
H 2.906 4.336 2.004
H 2.211 4.674 0.426
H 4.428 1.747 1.467
H 3.088 0.621 1.673
H 3.293 1.975 2.797
*
```

Results
highest occupied orbital energy: -3.570 eV
E: -66492.2351 eV
orbital gap: 5.43 eV

---

# 4
This record from the Open Molecules 2025 dataset describes a molecular structure, C35H56ILiN6OP3. The level of theory is the ωB97M-V functional and the def2-TZVPD basis.

Geometry as ORCA input:
```
! RIJCOSX wB97M-V def2-TZVPD def2/J DEFGRID3
* xyz 1 1
Li -1.132 -1.606 1.246
C 4.367 -0.680 -0.948
P 4.087 0.478 0.444
C 3.876 2.020 -0.522
N 4.633 2.046 -1.601
C 4.580 3.198 -2.354
C 5.511 3.440 -3.414
C 5.534 4.663 -4.057
C 4.643 5.684 -3.655
C 3.724 5.440 -2.684
C 3.651 4.238 -2.001
N 2.657 4.034 -1.045
C 2.811 2.932 -0.256
P 1.337 2.576 0.743
C 2.001 2.243 2.444
C 0.282 4.225 1.002
C 1.192 5.359 1.438
C -0.788 4.047 2.036
C -0.487 4.556 -0.297
C 5.746 0.548 1.310
C 5.913 -0.779 2.016
C 5.852 1.714 2.257
C 6.900 0.722 0.262
H 5.063 -0.254 -1.683
H 3.385 -0.821 -1.489
H 4.763 -1.580 -0.458
H 6.011 2.566 -3.818
H 6.202 4.862 -4.912
H 4.777 6.674 -4.091
H 3.049 6.248 -2.429
H 2.794 3.007 2.607
H 2.466 1.252 2.479
H 1.188 2.317 3.185
H 1.661 5.255 2.424
H 0.596 6.324 1.475
H 2.031 5.507 0.683
H -0.362 3.978 3.027
H -1.363 3.107 1.886
H -1.526 4.867 2.103
H 0.162 4.827 -1.127
H -1.218 5.409 -0.123
H -1.099 3.714 -0.584
H 5.084 -1.039 2.663
H 6.828 -0.745 2.628
H 6.031 -1.594 1.299
H 5.077 1.656 3.013
H 5.800 2.703 1.795
H 6.802 1.577 2.763
H 6.931 -0.117 -0.487
H 7.900 0.736 0.763
H 6.739 1.693 -0.295
O -2.494 -1.522 0.246
P -3.635 -1.879 -0.683
N -3.068 -2.950 -1.787
C -1.819 -3.671 -1.663
C -2.057 -4.965 -2.409
C -3.278 -4.755 -3.348
C -3.987 -3.538 -2.720
N -4.252 -0.502 -1.392
C -5.459 -0.340 -2.255
C -5.963 1.068 -1.895
C -4.735 1.845 -1.393
C -3.600 0.827 -1.184
N -4.900 -2.616 0.082
C -4.657 -3.862 0.861
C -5.371 -3.709 2.189
C -6.408 -2.616 2.035
C -5.996 -1.846 0.734
H -1.559 -3.889 -0.631
H -0.959 -3.086 -2.056
H -2.206 -5.811 -1.672
H -1.149 -5.298 -2.974
H -3.956 -5.633 -3.280
H -3.005 -4.543 -4.374
H -4.921 -3.802 -2.170
H -4.251 -2.864 -3.555
H -6.227 -1.074 -2.195
H -5.055 -0.355 -3.313
H -6.827 0.941 -1.197
H -6.348 1.565 -2.789
H -4.917 2.407 -0.484
H -4.365 2.574 -2.115
H -3.176 0.892 -0.161
H -2.790 0.927 -1.925
H -3.596 -4.124 1.017
H -5.099 -4.701 0.329
H -4.625 -3.483 2.947
H -5.760 -4.686 2.412
H -6.426 -1.878 2.854
H -7.370 -3.091 1.821
H -5.684 -0.828 0.993
H -6.884 -1.798 0.046
I 3.451 -5.072 1.352
C 1.663 -4.374 2.411
C 0.909 -5.317 3.147
C -0.378 -4.898 3.538
C -0.791 -3.585 3.305
N -0.111 -2.768 2.487
C 1.132 -3.140 2.159
H 1.303 -6.280 3.405
H -1.045 -5.542 4.133
H -1.721 -3.156 3.785
H 1.756 -2.418 1.670
*
```

Results
energy relative to the best compared isomer or geometry (same formula, charge and spin): 0.000 eV
highest occupied orbital energy: -9.779 eV
E: -84361.1948 eV
orbital gap: 7.16 eV